No. 1
Molecular formula: C18H41B3FN5O9
Method: DFT, ωB97M-V/def2-TZVPD

HOMO level, eV: -9.01
Gap between HOMO and LUMO, eV: 9.38
Charge: 0

Each line ends with the Löwdin charge.
Element x y z (Å)
C: -3.330 3.669 -3.166  0.05
B: -2.653 2.572 -4.029  -0.54
O: -1.808 1.637 -3.435  0.26
B: -0.541 1.894 -3.915  -0.35
O: -0.394 1.995 -5.296  0.27
B: -1.539 2.292 -6.000  -0.55
C: -1.409 2.439 -7.578  0.05
C: -1.322 3.902 -7.903  -0.45
O: -1.930 4.766 -7.325  0.16
F: -0.517 4.204 -8.929  0.11
O: -2.763 2.466 -5.419  0.31
H: -2.527 4.238 -2.705  0.08
H: -3.888 3.260 -2.345  0.05
H: -3.914 4.377 -3.738  0.07
H: 0.341 2.090 -3.152  0.12
H: -0.512 1.947 -7.929  0.12
H: -2.280 2.041 -8.083  0.13
C: 1.190 -2.839 -2.537  -0.01
C: 0.560 -1.766 -3.381  -0.51
O: 0.237 -0.678 -2.918  0.03
N: 0.349 -2.035 -4.697  0.01
C: 0.660 -3.253 -5.420  -0.08
H: 1.285 -2.473 -1.531  0.05
H: 0.566 -3.730 -2.520  0.09
H: 2.183 -3.093 -2.913  0.09
H: -0.076 -1.274 -5.202  0.13
H: 1.353 -3.032 -6.234  0.08
H: -0.253 -3.673 -5.846  0.08
H: 1.112 -3.988 -4.764  0.07
C: -0.755 -0.948 0.720  0.01
C: -0.368 -2.385 0.973  -0.54
O: -0.093 -3.147 0.054  0.01
N: -0.314 -2.814 2.257  0.02
C: -0.567 -2.060 3.477  -0.06
H: -0.740 -0.765 -0.352  0.07
H: -1.758 -0.750 1.098  0.09
H: -0.046 -0.271 1.199  0.08
H: -0.052 -3.783 2.344  0.14
H: 0.346 -2.078 4.080  0.04
H: -1.381 -2.525 4.036  0.09
H: -0.833 -1.032 3.251  0.07
C: -4.908 6.166 0.361  -0.01
C: -4.400 4.768 0.622  -0.54
O: -4.010 4.044 -0.278  0.03
N: -4.391 4.335 1.911  0.01
C: -4.814 5.047 3.103  -0.08
H: -4.852 6.361 -0.705  0.08
H: -5.946 6.263 0.681  0.08
H: -4.296 6.901 0.884  0.08
H: -4.042 3.396 2.015  0.14
H: -3.976 5.133 3.798  0.08
H: -5.618 4.499 3.595  0.08
H: -5.167 6.042 2.857  0.07
C: 4.857 -5.078 1.213  -0.02
C: 3.625 -4.506 0.549  -0.55
O: 3.327 -4.784 -0.601  0.03
N: 2.857 -3.661 1.286  0.03
C: 3.069 -3.226 2.658  -0.08
H: 5.362 -5.727 0.505  0.08
H: 5.540 -4.280 1.507  0.08
H: 4.583 -5.663 2.092  0.08
H: 2.046 -3.315 0.790  0.10
H: 2.213 -3.507 3.268  0.06
H: 3.166 -2.138 2.683  0.08
H: 3.965 -3.671 3.078  0.07
C: 3.347 -2.084 7.225  0.00
C: 2.669 -1.472 6.025  -0.53
O: 1.858 -2.095 5.351  0.00
N: 2.989 -0.194 5.706  0.02
C: 3.920 0.695 6.379  -0.07
H: 2.989 -3.101 7.346  0.08
H: 4.428 -2.108 7.084  0.09
H: 3.112 -1.519 8.128  0.09
H: 2.502 0.153 4.895  0.14
H: 3.394 1.586 6.722  0.08
H: 4.703 1.000 5.684  0.09
H: 4.378 0.207 7.232  0.07



No. 2
Molecular formula: C3H6O2
Method: DFT, ωB97M-V/def2-TZVPD

HOMO level (alpha / beta), eV: -0.55 / -3.53
Multiplicity: 2
Gap between HOMO and LUMO (alpha / beta), eV: 4.88 / 7.83
Charge: -1

Each line ends with the Löwdin spin population.
Element x y z (Å)
O: 2.016 0.831 0.886  0.31
C: 1.489 1.784 0.182  0.53
H: 1.806 2.011 -0.872  0.05
H: 0.901 2.577 0.686  0.06
C: -1.719 -1.109 0.291  0.00
C: -0.747 -1.151 -0.651  0.01
O: 0.512 -0.802 -0.530  0.02
H: -2.417 -1.925 0.408  0.00
H: -1.785 -0.224 0.924  0.00
H: -0.953 -1.814 -1.502  0.00
H: 0.899 -0.178 0.179  0.01



No. 3
Molecular formula: C57H65O6PReSe
Method: DFT, ωB97M-V/def2-TZVPD

HOMO level (alpha / beta), eV: -7.63 / -7.78
Multiplicity: 4
Gap between HOMO and LUMO (alpha / beta), eV: 7.85 / 6.98
Charge: 0

Each line ends with the Löwdin spin population.
Element x y z (Å)
Re: -0.591 0.758 -0.943  2.46
C: 3.353 4.862 3.572  0.00
C: 2.137 4.416 4.402  0.00
C: 2.592 3.462 5.515  0.00
C: 1.532 5.662 5.052  0.00
C: 1.153 3.705 3.475  0.01
C: 1.548 2.570 2.791  0.00
C: 0.692 1.973 1.881  0.02
Se: 1.444 0.667 0.658  0.01
C: 1.188 -1.193 1.128  0.02
C: 2.285 -1.953 1.498  0.00
C: 2.151 -3.324 1.631  0.01
C: 0.873 -3.862 1.445  0.00
C: -0.237 -3.138 1.038  0.01
C: -0.056 -1.750 0.765  0.01
O: -0.965 -0.998 0.207  0.08
C: -1.608 -3.796 0.860  0.00
C: -2.631 -3.048 1.735  0.00
C: -2.073 -3.771 -0.604  0.00
C: -1.592 -5.261 1.306  0.00
C: 3.383 -4.186 1.902  0.00
C: 3.055 -5.681 1.929  0.00
C: 4.403 -3.948 0.774  0.00
C: 4.007 -3.811 3.252  0.00
C: -0.583 2.481 1.563  0.01
O: -1.333 1.908 0.643  0.12
C: -1.005 3.630 2.288  0.01
C: -0.128 4.190 3.206  0.00
C: -2.376 4.261 2.027  0.00
C: -2.623 5.486 2.910  0.00
C: -3.474 3.231 2.334  0.00
C: -2.483 4.722 0.563  0.00
H: 4.049 5.431 4.192  0.00
H: 3.030 5.497 2.744  0.00
H: 3.889 4.009 3.153  0.00
H: 3.283 3.968 6.192  0.00
H: 3.099 2.586 5.108  0.00
H: 1.733 3.120 6.095  0.00
H: 2.282 6.135 5.687  0.00
H: 0.672 5.413 5.677  0.00
H: 1.223 6.392 4.301  0.00
H: 2.526 2.129 2.945  0.00
H: 3.234 -1.460 1.679  0.00
H: 0.742 -4.921 1.616  0.00
H: -2.727 -2.009 1.421  0.00
H: -2.331 -3.077 2.785  0.00
H: -3.611 -3.522 1.637  0.00
H: -2.090 -2.759 -0.989  0.00
H: -3.083 -4.182 -0.676  0.00
H: -1.411 -4.364 -1.235  0.00
H: -1.312 -5.361 2.357  0.00
H: -0.909 -5.859 0.698  0.00
H: -2.595 -5.673 1.182  0.00
H: 2.626 -6.012 0.980  0.00
H: 2.359 -5.922 2.734  0.00
H: 3.971 -6.248 2.099  0.00
H: 3.936 -4.116 -0.199  0.00
H: 5.248 -4.633 0.874  0.00
H: 4.790 -2.927 0.788  0.00
H: 3.314 -4.036 4.064  0.00
H: 4.251 -2.748 3.301  0.00
H: 4.926 -4.378 3.420  0.00
H: -0.457 5.069 3.740  0.00
H: -2.594 5.230 3.972  0.00
H: -3.615 5.881 2.689  0.00
H: -1.897 6.278 2.717  0.00
H: -3.444 2.946 3.388  0.00
H: -3.335 2.339 1.728  0.00
H: -4.460 3.651 2.118  0.00
H: -1.666 5.406 0.318  0.00
H: -3.430 5.243 0.407  0.00
H: -2.438 3.876 -0.114  0.00
C: 2.706 2.650 -2.066  0.00
C: 3.371 1.330 -2.339  0.00
C: 4.763 1.306 -2.356  0.00
C: 5.482 0.196 -2.765  0.00
C: 4.800 -0.934 -3.180  0.00
C: 3.417 -0.953 -3.125  0.00
C: 2.681 0.150 -2.682  0.00
P: 0.838 0.052 -2.765  0.05
C: 0.502 -1.681 -3.217  0.01
C: 1.009 -2.554 -2.244  0.00
C: 0.904 -3.923 -2.378  0.00
C: 0.269 -4.436 -3.499  0.00
C: -0.280 -3.580 -4.436  0.00
C: -0.206 -2.191 -4.317  0.00
C: -0.929 -1.347 -5.324  0.00
C: 0.555 1.316 -4.031  0.01
C: 1.156 1.279 -5.287  0.00
C: 0.916 2.294 -6.192  0.00
C: 0.086 3.350 -5.827  0.00
C: -0.443 3.420 -4.551  0.00
C: -0.188 2.419 -3.611  0.00
C: -0.624 2.564 -2.177  0.01
H: 3.450 3.394 -1.786  0.00
H: 1.965 2.599 -1.272  0.00
H: 2.198 3.001 -2.965  0.00
H: 5.297 2.203 -2.067  0.00
H: 6.563 0.224 -2.783  0.00
H: 5.338 -1.800 -3.544  0.00
H: 2.903 -1.849 -3.436  0.00
H: 1.511 -2.142 -1.372  0.00
H: 1.305 -4.575 -1.613  0.00
H: 0.175 -5.507 -3.630  0.00
H: -0.797 -3.994 -5.293  0.00
H: -1.516 -1.979 -5.988  0.00
H: -0.254 -0.756 -5.936  0.00
H: -1.616 -0.673 -4.814  0.00
H: 1.805 0.451 -5.551  0.00
H: 1.368 2.264 -7.174  0.00
H: -0.127 4.136 -6.540  0.00
H: -1.044 4.274 -4.259  0.00
H: -1.669 2.895 -2.172  0.01
H: -0.056 3.386 -1.726  0.01
O: -3.295 -1.252 -3.430  0.01
C: -3.086 -0.601 -2.423  0.01
O: -2.045 0.195 -2.327  0.10
C: -4.037 -0.722 -1.260  0.00
C: -4.012 0.128 -0.165  0.00
C: -4.876 -0.048 0.918  0.00
C: -5.759 -1.094 0.844  0.00
O: -6.704 -1.483 1.753  0.00
C: -7.331 -2.639 1.209  0.00
O: -6.766 -2.893 -0.068  0.00
C: -5.799 -1.936 -0.259  0.00
C: -4.964 -1.774 -1.327  0.00
H: -3.322 0.957 -0.137  0.00
H: -4.857 0.605 1.779  0.00
H: -8.405 -2.460 1.113  0.00
H: -7.157 -3.497 1.866  0.00
H: -4.986 -2.422 -2.191  0.00